The following is a quantum chemistry calculation of a 7-piece molecular cluster, C26H72N5O10 overall, from OMol25.

```
113
Properties=species:S:1:pos:R:3:forces:R:3:lowdin_charge:R:1
N 27.371897 -39.969872 37.356939 6.42 -5.44 -6.16 0.440
H 27.473317 -40.949019 37.479748 -0.30 -1.42 -0.08 0.104
H 26.995472 -39.696682 36.539782 -1.91 0.34 -4.03 0.084
H 28.238568 -39.574457 37.389906 3.49 1.20 0.35 0.066
H 26.899692 -39.619465 37.960243 -7.82 5.38 10.12 -0.012
C 24.071447 -38.901315 39.582843 -0.49 -1.57 -1.42 -0.137
O 24.804516 -38.496182 38.424365 -0.25 -0.98 -0.02 -0.118
H 24.600634 -39.011608 40.484057 1.31 -0.49 0.65 0.070
H 23.210687 -39.603461 39.509636 1.41 -1.33 -0.76 0.104
H 23.407503 -38.188144 39.754715 -2.41 4.34 1.32 0.025
H 24.101018 -38.241819 37.786647 0.54 -0.19 0.30 0.043
C 27.099073 -36.433595 35.201808 -3.82 3.03 -0.76 -0.167
O 27.067114 -36.874310 36.559372 0.85 1.33 0.23 -0.161
H 27.790642 -36.836656 34.519233 1.31 -0.96 -0.17 0.048
H 27.151912 -35.277647 35.100212 0.36 -1.82 0.46 0.112
H 26.046362 -36.582023 34.707540 1.68 -0.22 0.93 0.091
H 27.253621 -36.059824 37.104727 -0.32 -1.56 -0.73 0.112
C 21.660072 -45.626450 33.034022 0.88 2.64 0.11 -0.040
O 21.771269 -44.725913 34.143749 -3.11 -5.07 -1.40 -0.127
C 22.583457 -43.749747 33.879874 -1.37 4.70 2.97 -0.293
C 22.291957 -42.844191 35.129139 10.06 -1.96 0.14 -0.136
N 23.034080 -41.587062 34.855711 -0.06 0.07 1.99 -0.069
C 22.783789 -40.623884 35.991439 -4.76 1.23 -5.50 -0.124
C 23.275395 -39.197959 35.611717 -0.57 -0.30 -0.53 -0.210
O 22.708817 -38.230744 36.430454 0.08 0.54 0.58 -0.195
C 23.112734 -36.899612 36.070253 0.97 -2.10 6.82 -0.044
H 21.032777 -46.339886 33.306388 -2.74 -3.34 1.36 0.049
H 22.518422 -46.074201 32.612522 1.79 -0.30 0.29 0.089
H 21.214734 -45.138085 32.215331 -0.76 1.06 -1.13 0.084
H 22.447088 -43.168931 32.985820 -0.57 0.26 -0.91 0.130
H 23.515422 -44.089899 33.904192 4.66 -1.01 -0.07 0.080
H 22.629438 -43.388617 36.161549 -0.52 1.30 -2.54 0.177
H 21.377516 -42.652325 35.195608 -8.04 1.29 0.55 0.027
H 22.566773 -41.287179 34.035532 -0.31 0.99 -0.94 0.088
H 23.344144 -40.997209 36.670716 3.72 -2.12 5.19 0.021
H 21.656869 -40.819222 36.333912 2.10 1.44 -0.60 0.174
H 23.093221 -38.871366 34.566079 -0.20 -0.81 0.14 0.138
H 24.333220 -39.061627 35.762861 1.00 -0.82 -0.17 0.101
H 23.240590 -36.755462 35.149801 -0.83 0.97 -8.13 0.009
H 24.161106 -36.574166 36.290938 -0.34 -0.71 1.45 0.105
H 22.379592 -36.417745 36.622340 -0.94 2.19 0.33 0.096
C 26.416819 -41.170840 31.178757 3.24 -0.34 0.98 -0.109
O 26.835212 -40.323761 32.168926 0.76 0.64 2.70 -0.129
C 26.256176 -40.604607 33.467378 -1.14 -4.69 -5.25 -0.182
C 26.700073 -41.904083 34.095205 -1.36 3.13 1.62 -0.153
N 26.099326 -41.848144 35.471978 5.02 -0.73 -0.59 -0.034
C 26.423339 -43.117505 36.148485 1.39 0.34 -1.23 -0.130
C 25.744430 -43.349593 37.478705 -0.04 15.74 -4.23 -0.214
O 26.298352 -42.493306 38.440659 -0.48 0.11 3.10 -0.193
C 25.438176 -42.559036 39.699493 5.08 4.68 0.29 0.011
H 26.289213 -42.125032 31.501888 -1.59 -2.83 1.26 0.058
H 27.204640 -41.385865 30.523876 1.51 0.50 -1.43 0.091
H 25.692091 -40.710333 30.709843 -4.26 1.53 -2.76 0.054
H 25.184107 -40.556494 33.422737 -1.08 -0.60 -0.56 0.114
H 26.404130 -39.811835 33.956839 2.24 6.01 4.42 0.039
H 27.735511 -41.851544 34.098705 2.22 -0.31 0.46 0.099
H 26.403253 -42.674513 33.460255 -0.78 -1.90 -0.61 0.091
H 25.200685 -41.608873 35.270178 -3.79 -0.18 0.18 0.018
H 27.657018 -43.135085 36.324758 -3.19 -0.01 -0.37 0.172
H 26.199247 -43.859285 35.332871 0.25 -0.37 1.45 0.127
H 25.713901 -44.173365 37.666369 1.03 -17.19 4.35 -0.010
H 24.697457 -43.178291 37.601372 -1.45 0.87 -1.47 0.113
H 25.621142 -43.369871 40.317637 1.08 -1.61 1.02 0.062
H 24.489700 -42.588201 39.447301 -4.76 -0.05 -1.69 0.013
H 25.548656 -41.519703 40.341522 0.19 -2.71 -1.77 0.142
C 29.058673 -38.274313 39.821640 1.13 0.90 0.08 -0.110
O 29.169534 -39.660869 39.573796 -2.21 -2.48 -0.26 -0.217
C 28.897084 -40.569237 40.721619 -1.70 -2.29 -3.52 -0.121
C 29.234862 -42.081718 40.375896 2.00 3.38 -3.15 -0.267
N 28.739555 -42.990961 41.245402 -1.82 -4.52 2.98 -0.078
C 28.946890 -44.394137 40.664186 0.06 0.48 9.52 -0.153
C 30.352758 -44.747923 40.766340 2.15 0.75 -2.26 -0.308
O 30.558126 -46.078277 40.422942 1.75 -1.28 -0.10 -0.167
C 31.960019 -46.358514 40.720541 -2.91 -3.70 2.82 -0.079
H 29.257509 -37.569212 38.955601 0.55 -1.60 0.42 0.104
H 29.822625 -38.307251 40.553752 0.95 2.19 1.04 0.079
H 28.179520 -37.773074 40.201856 -1.04 -0.99 0.55 0.081
H 27.873999 -40.701188 41.105572 -0.98 0.54 -1.49 0.111
H 29.189086 -40.256141 41.615860 3.20 1.91 3.53 0.065
H 30.377071 -42.284223 40.178085 -1.93 1.09 -0.30 0.144
H 28.536297 -42.248230 39.476541 1.77 0.28 0.40 0.128
H 29.038055 -43.091212 42.242685 0.09 0.95 -1.39 0.145
H 28.417046 -44.532466 39.871306 -2.52 -0.58 -5.56 0.051
H 28.487720 -45.131356 41.427317 -0.04 1.15 -0.94 0.158
H 30.896912 -44.559596 41.714454 -0.92 0.43 -0.09 0.144
H 30.793587 -44.116799 39.965440 0.88 -0.25 0.48 0.107
H 32.347985 -47.279690 40.340822 -0.58 -0.78 -1.36 0.074
H 32.016205 -46.717661 41.815489 0.16 1.71 -1.05 0.127
H 32.591187 -45.648842 40.377834 1.91 2.79 -0.49 0.048
C 33.406980 -37.226282 34.654813 -4.41 3.23 0.44 -0.089
O 32.275224 -37.654243 35.419032 0.33 -0.18 0.51 -0.186
C 32.048478 -39.079687 35.526368 2.18 0.54 0.10 -0.184
C 30.795997 -39.338293 36.350194 -2.07 0.73 -0.55 -0.227
N 30.326674 -40.739689 36.320054 0.27 1.40 -2.57 -0.067
C 31.223315 -41.541931 37.105587 -2.53 -3.77 -2.86 -0.169
C 30.746494 -43.015961 36.770821 1.73 0.83 5.99 -0.178
O 31.647078 -43.939079 37.309830 1.88 -1.24 1.44 -0.196
C 31.315144 -45.338984 37.330550 5.70 1.13 -5.91 -0.066
H 33.512981 -37.535668 33.690083 -0.88 -1.34 -3.08 0.057
H 34.274526 -37.449887 35.015533 5.16 -1.80 3.22 0.022
H 33.443780 -36.110383 34.601433 -0.67 -0.78 0.24 0.117
H 32.917687 -39.681355 36.131149 -1.59 1.58 -1.73 0.167
H 32.055301 -39.333445 34.440562 -0.49 -1.06 0.89 0.131
H 29.916511 -38.640132 36.246701 0.64 -0.42 -1.61 0.115
H 30.898754 -38.998286 37.364318 1.17 -0.62 0.98 0.100
H 30.215076 -41.069823 35.302271 0.56 0.72 2.00 0.148
H 31.114760 -41.113012 38.007355 -1.08 0.24 4.08 0.067
H 32.254824 -41.561678 37.061305 2.57 0.35 -1.65 0.093
H 30.659808 -43.219385 35.816338 -0.41 -0.24 -5.40 0.071
H 29.863092 -43.292871 37.250446 -2.37 0.39 0.68 0.084
H 30.410720 -45.563967 37.582670 -5.54 -1.01 2.46 0.004
H 32.109901 -45.952710 37.798469 -0.58 0.83 0.05 0.098
H 31.314504 -45.699095 36.161143 0.19 0.58 2.37 0.139
```
Forces are in eV/Å.

**Calculated total energy**: -2058.9322 hartree
**Highest occupied orbital energy**: -10.683 eV
**2S+1**: 1
**Charge**: +1
**Kohn-Sham gap**: 9.05 eV
**Relative energy (zero: lowest compared OMol25 entry of this formula, charge and spin)**: 111.6 kcal/mol